(1)
Density functional theory data (ωB97M-V/def2-TZVPD) for 2 unconnected molecules or ions with the total composition C20H38B2NO6.

For the HOMO energy, the calculation gives -4.4 eV. Its total charge is -1. The calculation puts the relative energy (zero: lowest compared OMol25 entry of this formula, charge and spin) at 0.0 kcal/mol. The LUMO energy comes out at 2.47 eV. The molar mass is 410.15 g mol⁻¹. Its spin multiplicity is 1. The value obtained for the max |F| is 1.542 eV/Å. As for the gap between HOMO and LUMO: 6.839 eV.

Geometry as XYZ:
```
67
C20H38B2NO6 (ωB97M-V/def2-TZVPD)
C 0.698 -0.407 0.915
O 1.509 -0.948 -0.123
B 0.839 -1.135 -1.352
O 1.670 -0.868 -2.480
B -0.766 -1.694 -1.540
C -0.618 -3.355 -1.572
C -0.398 -3.889 -0.143
C -0.315 -5.457 -0.064
O -0.036 -6.091 -1.340
C 1.296 -6.369 -1.486
C 2.334 -5.266 -1.410
O 1.630 -7.524 -1.683
C -1.387 -1.071 -2.928
C -2.758 -1.632 -3.375
C -3.810 -1.709 -2.296
C -4.404 -0.623 -1.696
C -5.383 -0.790 -0.747
C -5.813 -2.036 -0.375
C -5.224 -3.144 -0.954
C -4.245 -2.960 -1.896
H 1.392 0.006 1.661
H 0.024 0.386 0.588
H 0.163 -1.235 1.394
H 2.438 -1.451 -2.448
H -1.476 -1.416 -0.586
H -1.452 -3.863 -2.073
H 0.311 -3.600 -2.106
H -1.165 -3.506 0.540
H 0.566 -3.542 0.250
H -1.210 -5.876 0.399
H 0.535 -5.719 0.583
H 2.178 -4.499 -2.171
H 2.288 -4.754 -0.445
H 3.320 -5.710 -1.540
H -1.380 0.027 -2.843
H -0.680 -1.292 -3.746
H -2.659 -2.592 -3.891
H -3.157 -0.947 -4.147
H -4.110 0.383 -1.985
H -5.858 0.074 -0.289
H -6.594 -2.165 0.368
H -5.532 -4.144 -0.663
H -3.816 -3.851 -2.348
C 0.802 3.375 4.161
O 0.753 3.254 2.754
C 0.013 4.281 2.107
C 0.927 5.226 1.349
N 1.722 6.049 2.255
C 2.830 6.757 1.617
C 3.912 5.939 0.911
O 4.730 5.169 1.772
C 4.179 3.927 2.179
H 1.196 2.440 4.558
H 1.472 4.183 4.474
H -0.194 3.541 4.583
H -0.629 4.822 2.809
H -0.636 3.785 1.380
H 0.322 5.877 0.711
H 1.560 4.609 0.700
H 2.101 5.462 2.985
H 3.318 7.344 2.399
H 2.412 7.473 0.900
H 4.587 6.655 0.433
H 3.511 5.319 0.102
H 3.565 3.471 1.399
H 3.597 4.044 3.097
H 5.005 3.253 2.405
```


(2)
Density functional theory data (ωB97M-V/def2-TZVPD) for 2 unconnected molecules or ions with the total composition C20H38BNO7P.

For the HOMO energy, the calculation gives -4.1 eV. Its total charge is -1. The LUMO energy comes out at 0.13 eV. The molar mass is 446.31 g mol⁻¹. Its spin multiplicity is 1. The value obtained for the max |F| is 9.276 eV/Å. As for the gap between HOMO and LUMO: 4.204 eV.

Geometry as XYZ:
```
68
C20H38BNO7P (ωB97M-V/def2-TZVPD)
C -3.317 -6.219 2.219
C -2.297 -5.200 1.610
C -2.604 -4.540 0.347
C -1.663 -3.551 -0.197
C -0.403 -3.199 0.478
C 0.552 -2.121 -0.116
C 2.078 -2.545 -0.179
C 0.075 -1.562 -1.525
C -0.079 -3.892 1.726
O 1.080 -3.720 2.478
C 1.239 -2.369 2.979
C -0.014 -1.741 3.685
C -0.773 -2.581 4.800
N -2.233 -2.683 4.451
C 0.658 -0.414 4.380
O 0.477 0.639 3.446
B -0.883 0.414 2.921
O -0.956 -1.071 2.862
C -1.040 -4.874 2.257
H -3.722 -6.934 1.455
H -4.205 -5.604 2.553
H -2.932 -6.729 3.135
H -3.549 -4.767 -0.204
H -1.974 -3.096 -1.168
H 0.487 -1.228 0.574
H 2.387 -2.518 -1.266
H 2.673 -1.714 0.301
H 2.316 -3.520 0.306
H 0.576 -0.566 -1.697
H 0.356 -2.251 -2.363
H -1.027 -1.329 -1.524
H 1.638 -1.654 2.207
H 2.048 -2.431 3.764
H -0.388 -3.627 4.926
H -0.725 -2.050 5.790
H -2.590 -3.498 4.961
H -2.647 -1.827 4.835
H 1.794 -0.443 4.452
H 0.364 -0.249 5.458
H -1.645 0.950 3.701
H -1.057 0.771 1.782
H -0.822 -5.405 3.221
O 1.210 2.136 -3.537
P 1.542 3.514 -2.991
O -0.036 3.908 -2.698
C -0.713 3.233 -1.637
C -0.148 3.594 -0.277
O 1.747 4.206 -4.487
C 2.467 3.496 -5.493
C 1.503 2.942 -6.526
O 1.962 4.991 -2.287
C 1.651 6.274 -2.830
C 0.223 6.723 -2.588
H -0.672 2.151 -1.795
H -1.763 3.529 -1.688
H 0.890 3.261 -0.183
H -0.732 3.130 0.520
H -0.152 4.676 -0.130
H 3.072 2.699 -5.055
H 3.155 4.198 -5.970
H 0.681 2.397 -6.060
H 2.016 2.273 -7.221
H 1.052 3.759 -7.096
H 1.913 6.351 -3.884
H 2.313 6.972 -2.310
H -0.475 6.209 -3.249
H 0.128 7.794 -2.788
H -0.084 6.531 -1.559
```


(3)
Density functional theory data (ωB97M-V/def2-TZVPD) for 5 unconnected molecules or ions with the total composition C20H38Br8IN3OSi.

For the HOMO energy, the calculation gives -8.4 eV. The LUMO energy comes out at 0.10 eV. Its SMILES is NC(N)(N)C[Si@H](CCCI)COc1ccccc1.BrCCBr.BrCCBr.BrCCBr.BrCCBr. The molar mass is 1130.77 g mol⁻¹. Its spin multiplicity is 1. The value obtained for the max |F| is 4.988 eV/Å. As for the gap between HOMO and LUMO: 8.496 eV.

Geometry as XYZ:
```
72
C20H38Br8IN3OSi (ωB97M-V/def2-TZVPD)
N -1.194 0.718 -3.428
C -1.546 -0.615 -2.792
N -0.372 -1.597 -2.773
N -2.685 -1.201 -3.651
C -2.206 -0.433 -1.270
Si -1.001 -0.968 0.142
C -1.393 -2.761 0.821
C -0.335 -3.175 2.023
C 0.741 -4.346 1.576
I 2.621 -3.926 2.703
C -1.120 0.338 1.600
O 0.219 0.768 2.060
C 0.763 1.848 1.218
C 0.222 3.377 1.522
C 0.769 4.619 0.576
C 1.835 4.365 -0.643
C 2.420 2.841 -0.938
C 1.860 1.615 0.020
H -0.784 0.523 -4.391
H -0.512 1.267 -2.846
H 0.548 -1.087 -2.736
H -0.392 -2.143 -3.673
H -3.016 -2.090 -3.212
H -3.452 -0.468 -3.575
H -2.651 0.662 -1.120
H -3.158 -1.151 -1.227
H 0.411 -1.013 -0.314
H -1.317 -3.545 -0.074
H -2.522 -2.701 1.201
H 0.195 -2.191 2.379
H -0.996 -3.585 2.926
H 0.396 -5.428 1.907
H 1.002 -4.300 0.423
H -1.833 1.242 1.310
H -1.673 -0.232 2.484
H -0.536 3.574 2.397
H 0.368 5.702 0.771
H 2.192 5.273 -1.300
H 3.216 2.631 -1.788
H 2.288 0.543 -0.195
Br -1.208 3.587 -3.778
C -1.319 5.519 -4.026
C -0.704 6.255 -2.859
Br -1.896 6.254 -1.315
H -2.374 5.760 -4.184
H -0.763 5.719 -4.946
H -0.557 7.311 -3.104
H 0.247 5.829 -2.529
Br 3.649 1.563 2.653
C 4.899 0.804 3.943
C 4.265 -0.329 4.717
Br 3.056 0.346 6.091
H 5.242 1.626 4.578
H 5.738 0.439 3.344
H 5.025 -0.896 5.262
H 3.687 -1.013 4.091
Br -5.331 0.264 -0.245
C -5.852 1.536 1.139
C -5.123 1.264 2.434
Br -5.892 -0.265 3.369
H -6.940 1.478 1.232
H -5.577 2.517 0.740
H -5.236 2.105 3.124
H -4.059 1.054 2.297
Br 2.215 -7.763 -0.223
C 3.762 -7.229 -1.284
C 3.965 -5.733 -1.241
Br 2.692 -4.815 -2.399
H 3.606 -7.618 -2.295
H 4.611 -7.747 -0.828
H 4.950 -5.466 -1.634
H 3.851 -5.308 -0.240
```


(4)
Density functional theory data (ωB97M-V/def2-TZVPD) for a single C20H38F3N3O4 molecule.

For the HOMO energy, the calculation gives -8.2 eV. The LUMO energy comes out at -0.11 eV. Its SMILES is C=CCN(CCC(F)(F)F)[C@@](CCCCOC)(NCCC)[C@@H](O)O[C@@H](N)C[C@H]1CO1. The molar mass is 441.53 g mol⁻¹. Its spin multiplicity is 1. The value obtained for the max |F| is 6.455 eV/Å. As for the gap between HOMO and LUMO: 8.045 eV.

Geometry as XYZ:
```
68
C20H38F3N3O4 (ωB97M-V/def2-TZVPD)
C -1.655 4.406 0.512
C -2.459 3.532 -0.379
C -2.069 1.953 -0.774
N -1.614 1.125 0.357
C -2.822 0.431 0.933
C -3.725 1.405 1.952
C -4.384 0.538 3.210
F -3.340 -0.178 4.025
F -5.082 1.439 4.201
F -5.293 -0.543 2.691
C -0.383 0.312 0.238
C 0.865 0.920 -0.632
C 2.343 0.886 0.045
C 3.079 -0.561 0.209
C 3.820 -1.127 -1.155
O 3.398 -2.551 -1.369
C 3.992 -3.407 -0.316
N 0.216 -0.019 1.585
C -0.041 0.934 2.691
C 0.345 2.503 2.483
C 1.718 2.991 3.273
C -0.745 -1.174 -0.454
O -1.650 -1.080 -1.608
O 0.421 -1.939 -0.862
C 0.174 -3.215 -1.489
N -1.027 -4.006 -1.028
C 0.165 -3.198 -3.162
C 0.776 -1.595 -3.657
C 0.738 -1.326 -5.365
O -0.278 -0.630 -4.267
H -2.182 4.769 1.517
H -0.534 4.717 0.368
H -3.427 4.020 -0.881
H -3.105 1.510 -1.172
H -1.394 2.040 -1.722
H -3.485 -0.157 0.163
H -2.390 -0.410 1.665
H -4.556 2.015 1.361
H -2.940 2.193 2.385
H 0.978 0.441 -1.721
H 0.679 2.078 -0.868
H 2.454 1.435 1.078
H 3.043 1.513 -0.696
H 3.968 -0.387 0.988
H 2.394 -1.381 0.743
H 3.643 -0.463 -2.108
H 4.986 -1.148 -0.976
H 5.109 -3.123 -0.051
H 3.972 -4.526 -0.659
H 3.330 -3.348 0.670
H 0.018 -0.991 1.903
H 0.603 0.563 3.627
H -1.162 0.917 3.105
H 0.492 2.838 1.356
H -0.542 3.176 2.896
H 2.554 2.174 3.225
H 1.490 3.392 4.359
H 2.137 3.921 2.654
H -1.301 -1.816 0.385
H -2.497 -1.532 -1.304
H 1.116 -3.906 -1.232
H -1.907 -3.702 -1.519
H -1.159 -3.982 0.008
H 0.900 -3.977 -3.633
H -0.913 -3.194 -3.613
H 1.753 -1.133 -3.015
H 1.886 -1.012 -5.244
H 0.502 -0.347 -5.927
```


(5)
Density functional theory data (ωB97M-V/def2-TZVPD) for 3 unconnected molecules or ions with the total composition C20H38FNO6S.

For the HOMO energy, the calculation gives -9.9 eV. The LUMO energy comes out at 0.31 eV. Its SMILES is C#CCCCN(CCCCCCC)S(=O)(=O)F.CCOC(C)=O.CCOC(C)=O. The molar mass is 439.59 g mol⁻¹. Its spin multiplicity is 1. The value obtained for the max |F| is 2.396 eV/Å. As for the gap between HOMO and LUMO: 10.217 eV.

Geometry as XYZ:
```
67
C20H38FNO6S (ωB97M-V/def2-TZVPD)
C 0.851 -2.238 -0.340
C 0.726 -1.239 0.334
C 0.675 -0.145 1.301
C 0.924 1.215 0.653
C 0.030 1.541 -0.535
N -1.411 1.160 -0.337
C -1.996 1.768 0.856
C -3.451 1.307 1.130
C -3.394 0.051 2.062
C -4.553 -0.941 1.796
C -4.191 -2.167 0.959
C -4.227 -1.957 -0.584
C -2.819 -2.131 -1.154
S -2.249 1.724 -1.688
O -3.202 0.791 -2.145
O -2.802 3.008 -1.464
F -1.181 1.882 -2.821
H 0.810 -3.184 -0.804
H 1.429 -0.281 2.068
H -0.283 -0.229 1.806
H 0.771 1.969 1.429
H 1.959 1.341 0.348
H 0.396 0.950 -1.371
H 0.077 2.603 -0.786
H -1.443 1.510 1.750
H -1.994 2.861 0.823
H -3.983 2.099 1.643
H -3.950 0.974 0.227
H -2.455 -0.470 1.867
H -3.347 0.383 3.099
H -4.868 -1.317 2.772
H -5.395 -0.373 1.400
H -4.925 -2.941 1.187
H -3.203 -2.545 1.215
H -4.862 -2.688 -1.081
H -4.649 -0.973 -0.776
H -2.765 -1.822 -2.196
H -2.534 -3.182 -1.087
H -2.071 -1.548 -0.623
O 1.667 -1.076 4.327
C 2.724 -0.596 4.631
O 3.812 -0.895 3.900
C 5.076 -0.244 4.056
C 5.901 -0.881 5.154
C 2.874 0.265 5.863
H 4.945 0.829 4.203
H 5.585 -0.366 3.101
H 5.416 -0.789 6.126
H 6.884 -0.413 5.214
H 6.031 -1.946 4.959
H 3.009 -0.381 6.730
H 1.961 0.842 5.989
H 3.694 0.977 5.810
O 3.576 0.470 -7.544
C 2.689 0.672 -6.765
O 2.528 -0.160 -5.718
C 1.628 0.095 -4.638
C 0.223 -0.374 -4.953
C 1.692 1.789 -6.977
H 1.658 1.147 -4.348
H 2.018 -0.470 -3.793
H -0.200 0.164 -5.802
H -0.430 -0.226 -4.093
H 0.226 -1.432 -5.214
H 0.912 1.442 -7.652
H 2.214 2.626 -7.436
H 1.240 2.162 -6.061
```


(6)
Density functional theory data (ωB97M-V/def2-TZVPD) for a molecular structure, C20H38GeO3PtSi.

For the HOMO energy (alpha / beta), the calculation gives -18.5 / -18.9 eV. Its total charge is +3. The LUMO energy (alpha / beta) comes out at -9.00 / -13.64 eV. The molar mass is 622.30 g mol⁻¹. Its spin multiplicity is 6. The value obtained for the max |F| is 2.358 eV/Å. The expectation value of S² is 8.7846. As for the gap between HOMO and LUMO (alpha / beta): 9.453 / 5.303 eV.

Geometry as XYZ:
```
64
C20H38GeO3PtSi (ωB97M-V/def2-TZVPD)
Pt 0.118 -0.267 0.218
C 3.488 -2.709 1.364
C 2.279 -2.757 0.342
C 1.037 -3.290 1.063
C 2.713 -3.667 -0.832
O 2.065 -1.474 -0.108
Ge 2.000 -0.708 -2.053
O 1.475 0.949 -1.077
C 2.310 1.989 -0.549
C 2.286 1.931 0.982
C 1.758 3.338 -1.028
C 3.743 1.800 -1.050
O 0.033 -1.139 -1.824
C -1.069 -0.857 -2.689
C -0.551 -0.251 -3.998
C -2.021 0.119 -1.987
C -1.812 -2.169 -2.985
H 3.623 -3.718 1.749
H 4.397 -2.381 0.863
H 3.250 -2.031 2.181
H 1.177 -4.332 1.347
H 0.851 -2.715 1.973
H 0.178 -3.223 0.387
H 2.862 -4.680 -0.465
H 1.919 -3.668 -1.585
H 3.645 -3.322 -1.283
H 1.266 2.105 1.341
H 2.643 0.954 1.327
H 2.929 2.698 1.409
H 0.705 3.434 -0.756
H 2.322 4.145 -0.564
H 1.848 3.422 -2.111
H 4.120 0.816 -0.744
H 3.788 1.881 -2.137
H 4.391 2.563 -0.623
H 0.033 0.652 -3.785
H 0.075 -0.969 -4.531
H -1.385 0.018 -4.642
H -1.472 1.020 -1.682
H -2.822 0.419 -2.660
H -2.477 -0.365 -1.116
H -1.168 -2.859 -3.530
H -2.134 -2.643 -2.055
H -2.688 -1.950 -3.592
C -2.465 -1.610 2.181
Si -1.366 -0.081 2.069
C -0.464 0.378 3.670
C -2.560 1.480 1.784
C -1.977 2.736 1.494
C -2.779 3.753 1.031
C -4.171 3.551 0.985
C -4.752 2.311 1.325
C -3.951 1.287 1.782
H -3.155 -1.492 3.023
H -1.859 -2.495 2.384
H -3.047 -1.797 1.279
H -1.196 0.445 4.481
H 0.076 1.323 3.617
H 0.243 -0.414 3.925
H -0.918 2.919 1.612
H -2.336 4.701 0.759
H -4.818 4.390 0.750
H -5.821 2.150 1.260
H -4.415 0.358 2.083
```